1.
C17H33CaF3HgO9S2 as an isolated structure, computed with wB97M-V/def2-TZVPD.

ORCA input file:
```
! wB97M-V def2-TZVPD RIJCOSX def2/J DEFGRID3
* xyz 2 1
Ca -3.4569 0.2230 0.5934
Hg -2.0120 3.2209 1.7137
C 1.0665 0.4755 -0.2781
C -0.2196 1.3311 -0.0599
O -0.1877 2.4989 0.4082
O -1.3094 0.7442 -0.2862
H 1.1464 0.1915 -1.3274
H 0.8663 -0.4187 0.3122
H 2.0227 0.9981 -0.2519
C -1.5693 0.4978 3.7953
O -1.5067 1.6303 4.7389
O -2.1545 1.0055 2.6419
C -0.1001 -0.0576 3.5220
F 0.4681 -0.4316 4.6278
F -0.2073 -1.2005 2.8790
F 0.7540 0.8258 2.8947
C -2.0329 1.3257 6.1039
C -1.0042 0.8680 7.0963
H -0.2253 1.6259 7.1812
H -1.5108 0.6896 8.0448
H -0.4633 -0.0281 6.7922
H -2.9572 0.7492 6.0658
H -2.5166 2.2056 6.5281
H -2.1097 -0.3637 4.1877
C 5.0548 3.0000 0.0772
C 4.1984 3.9790 -0.8078
C 4.2484 3.6324 -2.3081
O 2.9357 3.8994 -0.2894
H 6.0853 3.3254 0.2198
H 5.0778 2.0172 -0.3936
H 4.5220 2.7921 1.0051
H 4.7859 4.8764 -0.6140
H 3.7005 2.7094 -2.4979
H 5.2075 3.5741 -2.8228
H 3.8329 4.4661 -2.8742
H 2.5621 3.0531 -0.5455
C -0.2878 -0.7487 -5.5539
C -0.9039 -0.4084 -4.1392
C -0.6765 1.1401 -3.9280
S 1.0292 1.4725 -4.5575
O 1.8626 1.2779 -3.4173
O 1.0447 2.6801 -5.3253
C 1.0949 -0.0580 -5.6453
H -0.8828 -0.3041 -6.3516
H -0.2187 -1.8303 -5.6697
H -0.4132 -1.0307 -3.3908
H -1.9700 -0.6353 -4.1416
H -1.0207 1.5439 -2.9758
H -1.2805 1.7018 -4.6404
H 1.9406 -0.5639 -5.1796
H 1.2744 0.1092 -6.7073
C -2.8048 -5.3035 -0.1976
C -1.4764 -4.6111 -0.6547
C -0.9464 -3.9164 0.6137
S -2.4230 -3.2738 1.5335
O -2.6274 -1.8413 1.2329
O -2.3995 -3.7422 2.9645
C -3.5876 -4.2365 0.5446
H -2.5868 -6.1602 0.4401
H -3.3438 -5.6893 -1.0629
H -1.5718 -4.0536 -1.5864
H -0.7906 -5.3738 -1.0238
H -0.1004 -3.2336 0.5350
H -0.5271 -4.6688 1.2817
H -3.9792 -3.5406 -0.1973
H -4.4191 -4.6325 1.1276
*
```

As for the highest occupied orbital energy: -13.15 eV.

---

2.
C39H42Cl2N6O7PS2W as an isolated structure, computed with wB97M-V/def2-TZVPD.

ORCA input file:
```
! wB97M-V def2-TZVPD RIJCOSX def2/J DEFGRID3
* xyz 1 1
W 0.3847 -0.1972 0.4062
O -0.9367 -2.3729 -2.9411
C -0.7223 -1.9129 -1.8507
N -0.1060 -0.7006 -1.5786
C -0.2655 0.2717 -2.5858
O -1.1231 0.2760 -3.4258
C 0.7492 1.3652 -2.5240
C 0.8288 2.3007 -3.5383
C 1.7681 3.3120 -3.4194
C 2.5492 3.3582 -2.2769
C 2.3668 2.3900 -1.3082
N 1.5122 1.3804 -1.4445
C -1.0533 -2.6611 -0.6069
C -1.7605 -3.8384 -0.6770
C -2.0553 -4.5108 0.4944
C -1.6068 -3.9622 1.6804
C -0.9011 -2.7755 1.6615
N -0.6129 -2.1214 0.5300
H 0.1560 2.2128 -4.3800
H 1.8755 4.0592 -4.1954
H 3.2756 4.1439 -2.1191
H 2.9343 2.4280 -0.3859
H -2.0603 -4.1817 -1.6573
H -2.6147 -5.4369 0.4853
H -1.7999 -4.4415 2.6307
H -0.5323 -2.3360 2.5666
Cl 3.2927 1.3192 7.0921
C 2.6369 0.6778 5.6241
C 2.2662 -0.6631 5.5676
C 1.7290 -1.1876 4.4117
Cl 1.2581 -2.8547 4.4159
C 1.5554 -0.4069 3.2532
O 1.0761 -0.9379 2.1534
C 1.9186 0.9517 3.3560
C 1.7551 1.7963 2.2185
O 1.2810 1.3787 1.1609
C 2.4616 1.4826 4.5306
H 2.3961 -1.3028 6.4311
H 2.0307 2.8526 2.2439
H 2.7427 2.5293 4.5656
O -2.7144 -0.1851 -0.6154
C -2.3326 0.9535 -0.5374
N -1.0348 1.3356 -0.1186
S -1.0001 2.9639 0.2373
O 0.0486 3.6664 -0.4435
O -1.0715 3.1811 1.6645
C -2.5470 3.3172 -0.5078
C -3.0857 4.5566 -0.7870
C -4.3139 4.5720 -1.4364
C -4.9562 3.3860 -1.7889
C -4.3857 2.1521 -1.5058
C -3.1650 2.1390 -0.8620
H -2.5767 5.4717 -0.5131
H -4.7710 5.5223 -1.6797
H -5.9072 3.4289 -2.3026
H -4.8619 1.2212 -1.7857
C 2.1563 -3.6426 -2.0891
C 2.9340 -2.3288 -1.9432
C 2.6323 -1.3955 -3.1244
P 2.7507 -1.4912 -0.2961
C 3.3205 -2.7617 0.9375
C 4.6499 -3.4385 0.5979
C 2.2704 -3.8377 1.2289
C 4.1550 -0.2698 -0.3602
C 4.6501 0.0777 1.0437
C 5.3460 -0.5760 -1.2746
H 2.1080 -3.9172 -3.1451
H 1.1319 -3.5700 -1.7329
H 2.6397 -4.4625 -1.5608
H 3.9956 -2.5735 -1.9721
H 1.5655 -1.3775 -3.3387
H 3.1333 -1.7782 -4.0165
H 2.9720 -0.3710 -2.9669
H 3.4627 -2.1794 1.8528
H 4.5973 -3.9933 -0.3398
H 4.8818 -4.1581 1.3866
H 5.4828 -2.7434 0.5430
H 2.5806 -4.4138 2.1032
H 2.1678 -4.5333 0.3979
H 1.3011 -3.4094 1.4453
H 3.6735 0.6029 -0.7796
H 5.2969 -0.7091 1.4390
H 3.8382 0.2195 1.7508
H 5.2405 0.9973 1.0157
H 5.8994 -1.4640 -0.9784
H 6.0396 0.2676 -1.2172
H 5.0603 -0.6843 -2.3194
C -1.8338 -1.2397 5.3796
N -1.4916 0.1536 5.1253
C -1.2095 1.0919 6.1107
C -1.0131 2.2721 5.4916
N -1.1800 2.0367 4.1425
C -1.4772 0.7465 3.9089
S -1.8336 0.0617 2.3878
H -2.5832 -1.2877 6.1667
H -0.9506 -1.8009 5.6812
H -2.2422 -1.6582 4.4642
H -1.1798 0.8344 7.1556
H -0.7688 3.2404 5.8917
H -1.1624 2.7013 3.3747
*
```

The relative energy (zero: lowest compared OMol25 entry of this formula, charge and spin) is 0.0000 eV. As for the highest occupied orbital energy (alpha / beta): -9.77 / -9.77 eV.

---

3.
An isolated ion of composition C6H6 and charge +1, computed with wB97M-V/def2-TZVPD.

ORCA input file:
```
! wB97M-V def2-TZVPD RIJCOSX def2/J DEFGRID3
* xyz 1 2
C 0.7824 -1.1490 -0.1026
C 0.0045 -0.9156 1.0664
C -0.8067 0.2157 1.1003
C -0.7146 1.2213 0.1577
C -0.0085 0.9286 -1.0284
C 0.7416 -0.3206 -1.1622
H 1.4612 -1.9856 -0.1867
H -0.0226 -1.6403 1.8671
H -1.4537 0.4575 1.9330
H -1.2403 2.1625 0.2081
H 0.0469 1.6891 -1.7983
H 1.0395 -0.5279 -2.1815
*
```

The relative energy (zero: lowest compared OMol25 entry of this formula, charge and spin) is 0.0000 eV. As for the highest occupied orbital energy (alpha / beta): -15.51 / -15.49 eV.

---

4.
C3H6InO3 as an isolated structure, computed with wB97M-V/def2-TZVPD.

ORCA input file:
```
! wB97M-V def2-TZVPD RIJCOSX def2/J DEFGRID3
* xyz 3 1
In 3.2291 -2.2485 -4.0162
C 0.4686 2.3877 -0.1171
O -0.3961 1.4283 0.4415
C -0.2749 0.1971 0.1461
O 0.4188 -0.2778 -0.7932
O -1.0228 -0.4874 0.9802
C -1.0925 -1.9370 1.0180
H 0.7141 2.1343 -1.1484
H 1.3251 2.5209 0.5438
H 0.0055 3.3743 -0.1277
H -1.2056 -2.3383 2.0251
H -0.2190 -2.3945 0.5536
H -1.9503 -2.3590 0.4944
*
```

The relative energy (zero: lowest compared OMol25 entry of this formula, charge and spin) is 0.2531 eV. As for the highest occupied orbital energy: -22.72 eV.